Entry from the OMol25 dataset: a 2-piece molecular cluster, C3H3Cl2N overall at a distorted geometry (the ωB97M-V functional and the def2-TZVPD basis).

Calculated values
Gap between HOMO and LUMO in eV: 9.67
Energy relative to the best compared isomer or geometry (same formula, charge and spin) in kcal per mole: 76.79
Total energy in Ha: -1091.120552
Highest occupied orbital energy in eV: -9.0
F_max in eV Å⁻¹: 5.18

XYZ file:
```
9
Properties=species:S:1:pos:R:3:mulliken_charge:R:1
C 0.60 -1.16 0.13 -0.374
C 0.89 0.11 0.18 0.028
C -0.91 1.29 0.06 0.323
N -0.62 2.43 -0.23 -0.424
Cl 2.20 1.28 0.18 -0.122
Cl -2.23 0.29 0.25 -0.147
H 1.42 -1.86 0.10 0.261
H -0.39 -1.39 0.06 0.202
H -1.29 3.18 -0.50 0.253
```